# 1
{"formula": "C2H9OS", "method": "ωB97M-V/def2-TZVPD", "total_charge": 1, "spin_multiplicity": 1, "e_tot_ev": -15095.2480, "orbital_gap_ev": 12.4, "symbols": ["H", "H", "H", "C", "H", "H", "H", "O", "C", "S", "H", "H", "H"], "positions_angstrom": [[1.2714, 2.8803, -1.0491], [-1.9659, -1.2019, -0.1554], [-0.1265, -1.7821, 1.7595], [0.7278, -1.2020, 1.4441], [0.8393, -0.2557, 1.9609], [-1.2512, -1.2794, -1.8525], [-1.5211, 0.2441, -1.0247], [0.5567, 2.4953, -0.5178], [-1.2503, -0.8030, -0.8719], [0.4787, -0.8975, -0.3676], [-0.1063, 3.1635, -0.4937], [0.7186, 0.4492, -0.3112], [1.6288, -1.8106, 1.4793]], "forces_ev_per_angstrom": [[-0.2, -0.1, 0.2], [0.3, -0.4, -0.1], [-0.1, -0.1, 0.3], [-0.3, -0.1, -0.9], [-0.1, 0.0, 0.0], [-0.3, -0.3, 0.3], [0.3, 0.0, 0.1], [1.1, -0.9, -0.3], [-0.4, 0.7, -0.2], [0.7, 0.7, 0.5], [-0.9, 0.8, 0.1], [-0.1, -0.2, -0.2], [0.0, 0.1, 0.1]]}

=====

# 2
{"formula": "C4H2Cl2", "method": "ωB97M-V/def2-TZVPD", "total_charge": 0, "spin_multiplicity": 1, "e_tot_ev": -29216.3004, "orbital_gap_ev": [8.3, 6.4], "symbols": ["C", "C", "C", "Cl", "Cl", "C", "H", "H"], "positions_angstrom": [[0.3734, 1.2512, -1.1813], [-1.5018, -2.0353, 2.2069], [-0.7339, -1.1242, 2.0355], [0.6559, 2.5309, -2.3431], [2.9060, 0.3273, -0.7327], [1.2853, 0.5644, -0.5848], [-0.7796, 1.1338, -1.0705], [-2.2054, -2.6481, 1.6701]], "forces_ev_per_angstrom": [[-3.3, 0.6, -0.4], [-1.4, -1.2, -1.0], [1.4, 1.5, 0.2], [0.4, -0.1, 0.0], [0.3, 0.1, 0.1], [0.2, -0.6, 0.1], [2.4, 0.0, 0.3], [0.0, -0.2, 0.7]]}

=====

# 3
{"formula": "C4H12NPS", "method": "ωB97M-V/def2-TZVPD", "total_charge": 0, "spin_multiplicity": 3, "e_tot_ev": -25952.0710, "orbital_gap_ev": [7.4, 8.3], "symbols": ["P", "C", "H", "H", "C", "H", "H", "C", "C", "N", "H", "H", "H", "H", "H", "S", "H", "H", "H"], "positions_angstrom": [[1.0396, -1.0271, 0.6214], [-1.5656, 0.5521, -1.3654], [-2.2841, 1.4301, -1.1759], [2.6735, 2.2444, 1.2760], [1.7241, 1.7445, 0.8770], [1.0895, 2.6412, 0.7030], [-2.8725, -0.5257, 1.1260], [-1.9839, -0.0112, 0.9041], [1.5042, -2.4469, -0.3776], [-1.6033, -0.4643, -0.3853], [-1.6531, 0.2659, -2.3689], [-2.1174, 1.1995, 0.9183], [1.0520, -3.4189, -0.2029], [1.2571, -2.0675, -1.4422], [1.2439, 1.1472, 1.6666], [1.5666, 0.5750, -0.5744], [-0.4051, 1.0514, -1.5413], [2.5817, -2.5407, -0.2427], [-1.2473, -0.3490, 1.5840]], "forces_ev_per_angstrom": [[0.0, -0.4, 1.8], [1.7, 3.2, 0.4], [1.0, -1.0, -0.1], [-0.6, -1.6, -1.1], [-0.5, 1.2, 0.5], [0.0, -0.8, -0.2], [-1.6, -0.4, 0.7], [0.1, 3.4, -1.5], [0.1, 0.9, -2.5], [0.3, 0.4, -1.1], [-0.8, -1.2, -1.4], [0.1, -2.8, 0.4], [-0.4, 0.3, 0.2], [0.6, -1.2, 1.3], [0.4, 0.6, 0.1], [1.8, 0.9, 0.7], [-3.2, -1.1, 1.2], [0.1, -0.2, -0.4], [0.8, -0.1, 1.1]]}

=====

# 4
{"formula": "CH5N2O4S2", "method": "ωB97M-V/def2-TZVPD", "total_charge": -1, "spin_multiplicity": 1, "e_tot_ev": -33956.3536, "orbital_gap_ev": [7.8, 6.0], "symbols": ["O", "H", "H", "O", "S", "N", "H", "C", "H", "O", "O", "H", "N", "S"], "positions_angstrom": [[1.5778, 2.5033, -0.3076], [-0.4584, 1.6253, 1.5308], [-2.1391, 0.9871, 1.6425], [2.2293, 1.1896, 1.7445], [1.8276, 1.1584, 0.2924], [-0.6071, -0.3189, 0.7134], [2.4524, -0.6678, 0.0646], [-1.1062, 1.0168, 1.0129], [1.4539, -0.2832, 2.1918], [1.1467, -1.1791, 2.2138], [-0.9596, -2.5309, 1.7051], [-1.5133, 1.4779, 0.0788], [2.5293, 0.1714, -0.6098], [-0.5207, -1.2159, 2.1206]], "forces_ev_per_angstrom": [[0.0, -2.5, 1.2], [1.3, 1.7, 1.1], [2.1, -0.1, -0.8], [-1.0, 0.1, -1.7], [0.1, 3.0, 0.6], [0.6, 1.2, 0.4], [0.5, 0.8, -1.5], [-5.0, -1.3, -0.8], [0.5, 1.6, 0.1], [-0.9, -2.9, 0.5], [0.5, -1.0, 0.2], [1.0, -0.1, 0.5], [-0.2, -2.0, 1.1], [0.5, 1.5, -1.0]]}

=====

# 5
{"formula": "C5H12O", "method": "ωB97M-V/def2-TZVPD", "total_charge": 0, "spin_multiplicity": 1, "e_tot_ev": -7426.0320, "orbital_gap_ev": 11.2, "symbols": ["H", "O", "H", "H", "H", "C", "H", "C", "C", "H", "H", "H", "H", "H", "H", "H", "C", "C"], "positions_angstrom": [[1.0998, 0.9989, -1.3939], [-1.9327, -3.0421, 0.7333], [-0.7163, 2.5538, -0.8306], [-0.1551, 1.5265, 2.0385], [2.4137, -1.0327, -1.1851], [0.5558, 0.0822, -1.0364], [1.0987, -1.8457, -0.2651], [0.1684, 1.6685, 1.0387], [-0.3440, 0.5945, 0.0810], [-0.9609, -0.2027, 0.5376], [1.1453, 2.0058, 0.9323], [-1.9252, -2.5985, -0.1148], [-0.0600, -0.2835, -1.8625], [-1.9624, 2.0778, 0.4037], [2.0013, -0.4965, 0.3983], [-1.0187, -3.0840, 1.0583], [1.5462, -0.8829, -0.5592], [-0.9542, 1.9606, 0.0258]], "forces_ev_per_angstrom": [[-0.4, -0.7, -0.1], [0.2, -0.2, 0.5], [0.1, 0.3, -0.4], [-0.1, 0.1, 0.8], [-0.1, -0.3, -0.6], [-0.6, 2.6, -0.4], [0.2, 0.1, -0.3], [-2.4, -1.3, -1.1], [-0.2, -0.6, 0.3], [0.3, 0.5, -0.1], [1.5, 0.8, -0.5], [0.2, 0.1, -0.2], [0.1, 0.0, 0.0], [0.1, 0.1, 0.0], [-0.5, -0.3, -0.7], [-0.4, 0.1, -0.4], [1.4, -0.9, 2.4], [0.6, -0.5, 0.7]]}

=====

# 6
{"formula": "C4H11NOP", "method": "ωB97M-V/def2-TZVPD", "total_charge": 1, "spin_multiplicity": 1, "e_tot_ev": -17144.4420, "orbital_gap_ev": 9.8, "symbols": ["H", "P", "N", "H", "O", "C", "H", "C", "H", "H", "H", "H", "H", "C", "H", "H", "C", "H"], "positions_angstrom": [[-1.0866, -1.9610, -0.7295], [-0.1950, -1.9159, 0.3635], [-2.1152, 0.3818, 0.4488], [-2.8665, -0.3367, 0.8057], [1.2944, 1.1671, 1.2032], [1.2510, 0.2533, -0.9504], [2.2658, 0.6191, -0.8306], [-0.7030, -0.1154, 0.7447], [1.1014, -1.8549, -1.5811], [-2.4366, 1.1909, 0.9692], [0.0060, 1.8984, -0.1840], [2.1266, -1.7442, -0.1896], [1.0752, 0.4226, -2.0887], [1.2135, -1.3635, -0.6517], [1.5888, 2.0762, 1.2356], [-0.5650, -0.0621, 1.7663], [0.3900, 0.9545, 0.1861], [-2.3449, 0.3899, -0.5175]], "forces_ev_per_angstrom": [[-0.3, -0.3, -0.1], [-0.8, 0.9, -0.4], [-1.9, -3.5, 2.2], [1.8, 1.1, -0.6], [0.1, -0.1, 1.6], [-0.6, -1.8, -0.8], [0.1, -0.1, 0.2], [1.1, 1.6, -1.8], [0.1, -0.6, -1.0], [0.5, 0.8, -0.3], [-0.7, 0.1, 0.0], [0.0, 0.3, -0.1], [-0.6, -0.1, 2.1], [0.9, 2.0, 0.1], [0.1, 0.3, 0.0], [-0.2, 0.5, 2.3], [0.3, -2.0, -2.0], [0.1, 0.7, -1.4]]}

=====

# 7
{"formula": "C21H12Co2N3O6", "method": "ωB97M-V/def2-TZVPD", "total_charge": 1, "spin_multiplicity": 1, "e_tot_ev": -113968.5615, "orbital_gap_ev": 5.4, "symbols": ["C", "Co", "H", "C", "H", "C", "O", "H", "C", "C", "H", "C", "C", "O", "C", "H", "H", "H", "H", "C", "C", "O", "N", "N", "N", "C", "C", "H", "H", "Co", "O", "C", "C", "O", "H", "C", "C", "C", "O", "H", "C", "C", "C", "C"], "positions_angstrom": [[-3.3251, -1.9134, -2.6647], [2.1591, 0.4564, -1.8081], [-0.3433, -0.1930, 0.7798], [2.4744, -0.8521, -0.5710], [-3.6551, 3.9747, 2.9912], [-2.8271, 3.3589, 3.3421], [0.6638, -0.1741, -4.2469], [-1.0932, 2.6463, 6.2590], [-1.2031, -1.0164, -1.0551], [1.1519, -0.4963, -0.6608], [-3.0589, 4.0651, 5.3660], [-2.0294, -2.3959, -2.8852], [1.2296, 0.0159, -3.2557], [6.0089, -1.6061, -2.5177], [2.5171, -2.9047, -3.2909], [0.7912, 0.6758, 5.2942], [-1.8260, -3.1319, -3.6635], [0.0600, -2.2363, -2.3176], [-2.6905, 0.1497, -0.0073], [1.4703, 2.0306, -1.3938], [-1.0875, 1.7694, 2.9553], [4.6604, 1.5908, -2.8805], [0.5328, 0.3010, 3.2855], [0.2703, 0.9268, 4.4608], [-0.2853, 0.8005, 2.3827], [-2.5294, -0.5671, -0.8165], [-3.5687, -0.9839, -1.6413], [-2.3573, 2.4609, 1.3792], [-4.1429, -2.2580, -3.2972], [3.2315, -2.1586, -1.8765], [2.0843, -3.4587, -4.2127], [-1.4181, 2.6575, 5.2193], [-0.7417, 1.8533, 4.3090], [3.2104, -4.3447, 0.0074], [-4.5702, -0.5719, -1.5114], [-2.4795, 3.4143, 4.7081], [-0.9682, -1.9077, -2.1280], [-0.1146, -0.5899, -0.2122], [1.0518, 3.0710, -1.1141], [3.0545, -0.8231, 0.3642], [4.8977, -1.8081, -2.2590], [3.6848, 1.1103, -2.4931], [-2.1422, 2.5450, 2.4422], [3.2524, -3.4825, -0.7655]], "forces_ev_per_angstrom": [[0.3, 0.1, 0.3], [-0.9, 1.1, -2.4], [0.1, 0.6, 0.4], [1.0, -2.2, 2.5], [0.2, -0.2, 0.1], [0.2, -0.3, -0.7], [1.2, 0.4, 2.5], [-0.4, 0.3, -0.2], [0.0, -0.4, 0.2], [2.0, -1.3, 0.9], [0.3, -0.2, -0.2], [0.4, 0.1, 0.1], [-1.4, -0.5, -3.7], [-2.7, -0.5, 0.4], [-2.1, -2.1, -2.8], [-0.1, 0.0, -0.3], [-0.1, 0.3, 0.2], [-0.4, 0.0, 0.0], [-0.1, -0.3, -0.2], [-1.0, 3.7, 0.7], [0.2, -0.2, 0.7], [-2.7, -1.3, 0.8], [-1.5, 1.4, -0.1], [-0.2, 0.0, -0.9], [0.8, -0.3, 0.9], [0.0, -0.1, 0.2], [0.2, 0.2, 0.0], [-0.3, 0.3, 0.2], [0.2, 0.1, 0.2], [-2.1, 2.8, 0.5], [1.0, 1.2, 1.9], [-0.5, 0.5, 0.0], [0.3, -0.7, -0.2], [0.2, 2.0, -1.8], [0.3, -0.2, 0.1], [0.7, -0.4, 0.5], [-0.1, -0.2, -0.2], [-1.9, -0.2, -1.4], [0.9, -2.7, -0.7], [-0.6, -0.3, -0.1], [4.8, 0.7, -0.3], [3.4, 1.3, -0.4], [0.1, 0.0, 0.3], [-0.1, -2.5, 2.1]]}